Density functional theory data (the ωB97M-V functional and the def2-TZVPD basis) for a structure of composition C34H62BBrClN2NaO17P2S.

```
122
Properties=species:S:1:pos:R:3:forces:R:3
Br 5.0014 -1.2201 -3.3894 0.121 -0.044 0.049
Cl 10.1565 -0.1876 -1.5941 -0.119 0.173 0.113
S 9.0258 2.5592 0.5736 -0.132 -0.143 0.099
P 8.1994 -0.6372 -2.0269 -0.336 -0.292 -0.734
P 7.4628 1.5513 0.0757 1.484 1.571 -0.177
Na 6.1715 -0.1289 1.8843 -1.928 -0.976 1.207
O -4.9305 -1.1969 5.3189 0.098 -0.191 -0.005
O -0.8201 2.5821 -0.2726 -0.192 -1.211 -0.706
O 5.0529 3.5325 -4.6413 0.175 -0.292 0.072
O 2.9864 0.8265 -3.4086 0.191 0.180 0.393
O -9.5013 -0.1505 5.5436 -0.027 -0.209 -0.115
O -0.5272 5.0173 -0.0694 0.172 0.787 0.313
O -9.9368 -2.2222 3.9885 -0.177 0.142 0.080
O 6.1616 -4.9160 -0.8491 -0.293 0.326 -0.201
O -0.4464 -0.3853 2.8737 0.112 -0.163 0.104
O -9.6409 4.4807 6.6298 0.080 0.066 -0.067
O -2.2156 -3.0650 -2.0812 0.537 0.772 -0.036
O -1.5349 2.7964 -2.4031 1.826 -0.128 1.524
O -0.4004 6.2541 -1.8464 -0.198 0.028 0.496
O 7.7942 -1.5173 -0.6927 0.048 0.369 0.090
O -5.3607 -3.2238 3.7005 0.062 0.045 0.059
O 5.9383 0.8727 -1.8067 -0.319 -0.074 -0.120
O -2.1115 6.4229 -0.5342 0.290 -0.182 0.072
N -2.0009 -0.7668 -2.4475 0.067 -0.294 -0.408
N -1.0276 5.9133 -0.8167 -0.294 0.467 -0.424
C -10.3677 3.8497 7.3565 -0.087 -0.058 0.084
C 2.2141 1.2922 -1.0911 1.200 -0.029 -0.358
C 4.9350 -5.6208 -0.7973 0.193 -0.361 0.502
C -8.7676 -2.0180 4.2512 0.275 -0.317 -0.214
C -6.4136 -2.5338 4.1146 -0.141 -0.189 -0.182
C -1.4065 -0.1886 3.9127 -0.041 0.219 -0.193
C -1.6860 -0.9605 -3.8598 -0.347 -0.613 -0.096
C -0.3351 -1.6049 -4.1213 0.481 0.452 -0.153
C -6.0975 -1.3824 5.0290 -0.258 0.316 0.194
C 4.1824 1.5728 -3.3068 -0.170 -0.107 -0.848
C -0.6297 2.9452 -1.5796 -1.928 -0.159 -1.020
C -10.5392 2.3568 7.2000 0.084 0.212 -0.073
C 4.0069 1.6704 -6.0586 0.528 -0.004 0.429
C -7.6695 -2.8280 3.7542 -0.189 -0.019 -0.022
C 3.9244 -4.8133 -0.0219 -0.150 0.022 -0.722
C 5.4048 0.6686 -3.0999 0.003 0.050 0.043
C -11.1478 4.5163 8.4663 0.106 0.163 -0.090
C 3.4460 -2.2942 -0.0376 -0.375 0.133 -0.900
C 7.3177 1.0234 -1.6650 0.431 -0.742 0.941
C 1.4698 2.7285 -3.0146 0.061 0.354 -0.218
C -3.3128 -0.1240 -2.2438 0.499 0.237 0.649
C -2.7771 0.1488 3.3588 0.090 0.053 -0.136
C -8.4479 -0.8521 5.1463 0.153 0.208 0.161
C 0.7056 3.5276 -1.9640 0.004 -0.200 0.048
C 0.8918 -0.6703 -3.9662 -0.823 -0.051 0.040
C -1.4133 -1.7243 -0.2799 0.170 0.452 -0.048
C -7.1927 -0.5586 5.5089 0.182 0.016 0.046
C 1.9121 1.3143 -2.6054 -1.549 -0.416 0.458
C 3.0699 0.1518 -0.5543 -0.407 -0.270 0.347
C 0.6961 0.3767 -2.8763 0.607 -0.313 -0.193
C 3.4700 -3.5902 -0.8399 0.227 -0.471 0.455
C 6.9090 -5.1073 -2.0216 0.279 0.011 -0.184
C 2.5023 -1.2507 -0.6549 0.330 -0.372 -0.187
C -1.9087 -1.9549 -1.6817 -0.414 -0.656 0.200
B 4.4274 2.3249 -4.6944 -0.430 0.006 0.043
H 5.1054 -6.5904 -0.3253 -0.009 -0.182 0.077
H 1.7514 -1.2996 -3.7743 0.386 0.034 -0.107
H 0.8265 2.6759 -3.8891 -0.013 -0.217 -0.265
H 3.1055 2.1378 -6.4434 -0.209 0.051 -0.083
H 2.3989 -1.5056 -1.7067 -0.126 0.044 -0.186
H 4.1654 -3.4949 -1.6676 0.065 0.274 -0.218
H -3.5579 0.4378 -3.1333 -0.170 0.040 -0.178
H -0.3589 -1.9162 -5.1619 0.021 -0.231 -0.176
H 4.5293 -5.8185 -1.7895 0.116 0.064 -0.294
H 4.4506 -1.8742 -0.1184 0.414 0.012 0.449
H 7.3788 0.3682 0.8630 0.845 0.571 -1.465
H -0.3967 0.4293 2.3649 -0.074 0.066 -0.120
H 0.3830 -0.1225 -1.9691 0.039 -0.019 0.249
H -1.0602 0.6085 4.5792 -0.060 -0.053 0.091
H 7.7677 1.8135 -2.2656 0.013 0.183 -0.176
H -0.7987 -0.8317 -0.2593 0.072 0.199 0.020
H -10.8628 4.0927 9.4306 -0.111 -0.077 0.009
H -3.4983 0.2771 4.1622 -0.012 0.026 0.024
H -6.9528 0.2763 6.1522 -0.023 0.012 -0.003
H 4.0714 0.1299 -0.9715 -0.032 0.101 -0.188
H -10.9349 5.5824 8.4690 0.010 0.007 -0.011
H 3.1767 -2.5201 0.9885 0.066 0.166 0.355
H 6.2957 -5.3975 -2.8728 -0.233 -0.024 -0.062
H 7.6801 -5.8666 -1.8995 0.096 -0.191 0.112
H -3.2605 0.5888 -1.4265 0.058 0.168 0.124
H -10.2267 1.8477 8.1134 -0.141 -0.038 0.034
H 7.3948 -4.1707 -2.2786 0.118 0.189 0.032
H 1.0245 -0.1568 -4.9143 0.329 0.074 -0.174
H 6.2423 2.2147 0.3432 -0.204 -0.483 -0.031
H -2.2394 -1.5235 0.3940 -0.217 -0.173 0.161
H 1.2898 1.3020 -0.5311 -0.323 0.263 -0.013
H 4.3449 -4.5173 0.9329 0.063 -0.020 0.259
H -0.1360 0.9942 -3.1782 -0.252 0.104 0.136
H -12.2176 4.3663 8.3138 -0.009 -0.097 0.094
H -0.1720 -2.5117 -3.5481 -0.257 -0.123 0.251
H 1.2984 3.7711 -1.0925 0.068 -0.236 0.192
H 4.1333 2.2796 -2.4845 0.207 0.064 0.241
H -4.5820 -2.8004 4.1074 0.076 0.044 0.030
H -9.9314 2.0083 6.3754 0.047 0.003 -0.052
H 1.5193 -1.3447 -0.2042 -0.214 0.168 0.072
H -0.6786 3.3782 0.2598 0.106 0.603 0.019
H -2.7411 1.0698 2.7718 0.011 0.017 0.033
H 6.1752 0.8733 -3.8375 0.249 0.063 -0.046
H -2.4611 -1.5646 -4.3415 -0.092 -0.075 -0.112
H 3.8309 0.6078 -5.9419 -0.203 -0.208 -0.062
H -1.6937 0.0119 -4.3428 -0.123 0.280 0.024
H -10.2768 -0.5799 5.1339 -0.071 -0.032 -0.033
H 3.0770 -5.4728 0.1375 -0.186 -0.045 0.393
H 5.2371 3.8121 -5.5403 0.068 0.468 -0.146
H 3.1974 0.3533 0.5161 0.113 0.142 0.325
H -1.4403 -1.1169 4.4812 0.072 -0.033 -0.002
H 4.8045 1.8058 -6.7879 0.009 0.056 -0.278
H -7.9078 -3.6537 3.0992 0.026 -0.009 -0.005
H 2.7567 2.2075 -0.8556 -0.075 0.230 0.257
H -4.0810 -0.8556 -1.9994 -0.259 -0.121 -0.311
H -3.1251 -0.6454 2.6954 -0.015 -0.040 0.036
H 2.4988 -3.7932 -1.2828 -0.246 0.053 0.035
H -11.5858 2.1221 6.9966 -0.021 -0.052 0.146
H -0.8216 -2.5555 0.0793 -0.155 -0.353 0.096
H 8.4685 -1.3802 -0.0161 0.169 -0.267 0.153
H 0.4445 4.4989 -2.3583 0.033 0.271 -0.328
H 2.3071 3.3555 -3.3225 0.327 0.001 0.114
```
Forces are in eV/Å.

Summary:
Gap between HOMO and LUMO: 4.32 eV
Molecular weight: 1014.04 g/mol